Record 1
DFT (ωB97M-V with the def2-TZVPD basis set) results for a molecular structure, C14H33N2O4Si3Ti.

- multiplicity = 1
- energy relative to the best compared isomer or geometry (same formula, charge and spin) (kJ/mol) = 0.0
- total charge = +1
- molar mass (g/mol) = 425.553

Each line ends with the Löwdin charge.
Positions of all 57 atoms, in Å:
Ti1 0.935 -0.473 0.982  1.064
N1 1.537 1.655 1.254  0.002
C1 2.983 1.781 0.943  -0.095
C2 3.639 0.545 1.538  -0.486
O1 4.671 0.555 2.153  0.135
N2 2.820 -0.561 1.368  -0.089
C3 2.952 -1.618 2.369  -0.081
C4 1.607 -1.857 3.079  -0.504
O2 1.369 -2.757 3.810  0.173
O3 0.629 -0.929 2.718  -0.137
H1 0.980 2.321 0.729  0.040
H2 1.383 1.858 2.242  0.134
H3 3.433 2.678 1.360  0.140
H4 3.109 1.790 -0.140  0.121
H5 3.692 -1.324 3.118  0.145
H6 3.279 -2.572 1.957  0.136
C5 0.648 -3.579 0.381  -0.027
O4 0.410 -2.176 0.111  -0.403
Si1 -1.156 -1.537 -0.460  0.412
C6 -2.338 -2.151 0.840  -0.129
C7 -1.487 -2.348 -2.099  -0.130
C8 -0.587 0.228 -0.308  -0.517
Si2 -1.968 1.342 0.366  0.413
C9 -1.561 3.172 0.237  -0.166
C10 -2.307 0.970 2.179  -0.159
C11 -3.531 1.075 -0.638  -0.156
Si3 0.274 0.821 -1.896  0.423
C12 -0.814 0.771 -3.419  -0.151
C13 0.936 2.596 -1.885  -0.167
C14 1.766 -0.304 -2.180  -0.163
H7 0.178 -4.169 -0.402  0.099
H8 0.236 -3.838 1.355  0.105
H9 1.721 -3.751 0.363  0.103
H10 -2.420 -3.239 0.781  0.055
H11 -3.346 -1.751 0.716  0.045
H12 -1.999 -1.892 1.846  0.046
H13 -1.684 -3.411 -1.942  0.050
H14 -0.669 -2.247 -2.811  0.037
H15 -2.386 -1.923 -2.551  0.054
H16 -0.721 3.507 0.853  0.030
H17 -2.436 3.707 0.617  0.049
H18 -1.394 3.517 -0.782  0.028
H19 -1.431 0.677 2.765  0.021
H20 -3.047 0.176 2.295  0.033
H21 -2.723 1.864 2.650  0.045
H22 -3.406 1.408 -1.671  0.032
H23 -4.347 1.660 -0.205  0.049
H24 -3.869 0.036 -0.666  0.025
H25 -1.670 1.441 -3.315  0.036
H26 -1.187 -0.216 -3.685  0.019
H27 -0.225 1.137 -4.265  0.051
H28 0.231 3.242 -2.412  0.041
H29 1.859 2.608 -2.471  0.048
H30 1.151 3.102 -0.946  0.013
H31 1.474 -1.334 -2.393  0.032
H32 2.508 -0.349 -1.374  0.019
H33 2.302 0.068 -3.058  0.053

Record 2
DFT (ωB97M-V with the def2-TZVPD basis set) results for a molecular structure, C14H33N6O3SY.

- multiplicity = 1
- energy relative to the best compared isomer or geometry (same formula, charge and spin) (kJ/mol) = 76.9
- total charge = +2
- molar mass (g/mol) = 454.430

Each line ends with the Löwdin charge.
Positions of all 58 atoms, in Å:
Y1 0.867 0.047 -0.280  1.422
N1 -0.871 1.834 0.065  0.002
C1 -2.035 1.192 0.761  -0.282
C2 -3.347 1.895 0.433  -0.148
C3 -4.596 1.322 1.115  -0.160
C4 -4.721 1.556 2.614  -0.158
N2 -5.049 2.963 2.892  0.096
C5 -5.305 3.436 4.109  -0.426
N3 -5.202 2.638 5.168  0.228
N4 -5.637 4.716 4.278  0.214
C6 -1.994 -0.306 0.380  -0.593
O1 -2.939 -0.849 -0.129  0.119
O2 -0.830 -0.849 0.662  -0.199
H1 -0.668 2.737 0.484  0.107
H2 -1.153 2.041 -0.894  0.108
H3 -1.818 1.252 1.831  0.147
H4 -3.510 1.814 -0.645  0.133
H5 -3.235 2.961 0.663  0.117
H6 -4.619 0.249 0.937  0.115
H7 -5.483 1.733 0.626  0.129
H8 -3.794 1.295 3.132  0.127
H9 -5.517 0.915 3.000  0.134
H10 -5.336 3.522 2.104  0.159
H11 -5.108 1.642 5.069  0.121
H12 -5.317 3.002 6.098  0.140
H13 -5.627 5.365 3.510  0.135
H14 -5.984 5.056 5.159  0.137
C7 2.021 -1.484 -3.649  -0.055
C8 0.590 -1.055 -3.346  -0.526
C9 -0.071 -0.424 -4.559  -0.052
O3 0.602 -0.129 -2.260  -0.402
H15 2.051 -2.198 -4.471  0.092
H16 2.468 -1.945 -2.761  0.048
H17 2.603 -0.602 -3.923  0.089
H18 0.010 -1.935 -3.049  0.138
H19 0.506 0.448 -4.873  0.087
H20 -1.086 -0.111 -4.317  0.080
H21 -0.114 -1.134 -5.384  0.089
C10 5.628 0.139 -0.151  -0.062
N5 5.034 -1.111 -0.623  -0.184
C11 5.543 -1.559 -1.924  -0.026
C12 3.979 -1.667 -0.033  -0.705
S1 3.048 -0.747 1.135  0.625
N6 3.666 -2.945 -0.274  -0.191
C13 4.684 -3.963 -0.564  -0.018
C14 2.367 -3.503 0.099  -0.060
H22 6.680 0.132 -0.429  0.103
H23 5.549 0.225 0.927  0.067
H24 5.149 1.003 -0.615  0.097
H25 5.686 -0.675 -2.545  0.105
H26 4.824 -2.203 -2.419  0.077
H27 6.500 -2.072 -1.836  0.104
H28 5.678 -3.575 -0.369  0.095
H29 4.623 -4.323 -1.590  0.104
H30 4.514 -4.803 0.108  0.106
H31 1.566 -2.800 -0.115  0.044
H32 2.332 -3.761 1.158  0.105
H33 2.200 -4.398 -0.495  0.106

Record 3
DFT (ωB97M-V with the def2-TZVPD basis set) results for a molecular structure, C14H34BKO7S3Sn.

- multiplicity = 1
- total charge = +2
- molar mass (g/mol) = 579.241

Each line ends with the Löwdin charge.
Positions of all 61 atoms, in Å:
Sn1 -2.541 -2.138 1.339  1.741
K1 -3.759 1.556 0.551  0.882
B1 -1.248 0.260 0.531  -0.644
H1 -0.292 -0.324 0.784  -0.015
H2 -1.781 -0.202 -0.345  -0.074
H3 -1.917 0.263 1.438  -0.148
H4 -1.075 1.333 0.221  0.003
C1 1.064 1.403 -2.188  -0.276
S1 1.647 2.623 -3.419  0.862
O1 2.049 1.859 -4.659  -0.549
C2 -0.027 3.410 -3.676  -0.229
H5 1.908 0.843 -1.792  0.041
H6 0.260 0.753 -2.536  0.037
H7 0.622 1.975 -1.370  0.029
H8 -0.635 2.751 -4.292  0.037
H9 0.077 4.414 -4.077  0.052
H10 -0.481 3.499 -2.688  0.032
C3 0.790 -4.628 -1.484  -0.217
S2 0.241 -2.911 -1.638  0.913
O2 -1.159 -2.960 -0.992  -0.687
C4 1.384 -2.268 -0.386  -0.254
H11 0.094 -5.173 -2.120  0.064
H12 0.556 -4.898 -0.453  0.063
H13 1.849 -4.775 -1.672  0.076
H14 1.429 -1.184 -0.330  0.019
H15 2.400 -2.617 -0.580  0.073
H16 1.146 -2.679 0.598  0.067
C5 2.768 0.614 2.010  -0.263
S3 3.912 0.430 3.428  0.859
O3 3.055 0.010 4.603  -0.558
C6 4.931 -0.984 2.938  -0.257
H17 2.213 1.550 2.060  0.045
H18 1.965 -0.126 2.068  0.026
H19 3.261 0.452 1.051  0.050
H20 5.537 -0.793 2.052  0.058
H21 4.407 -1.929 2.781  0.056
H22 5.575 -1.196 3.792  0.057
O4 -3.812 -0.976 -1.470  -0.006
C7 -3.579 -0.847 -2.660  -0.471
O5 -4.537 -0.370 -3.446  0.059
C8 -4.017 -0.006 -4.758  -0.087
C9 -2.519 -0.300 -4.690  -0.124
C10 -2.316 -1.128 -3.426  -0.074
H23 -4.225 1.054 -4.872  0.133
H24 -4.497 -0.636 -5.503  0.137
H25 -1.990 0.641 -4.518  0.101
H26 -2.070 -0.722 -5.585  0.132
H27 -1.430 -0.813 -2.883  0.085
H28 -2.319 -2.195 -3.654  0.141
O6 -2.448 0.227 3.946  0.020
C11 -1.394 0.693 4.353  -0.483
O7 -1.023 0.623 5.609  0.070
C12 0.060 1.548 5.928  -0.069
C13 0.469 2.150 4.563  -0.149
C14 -0.381 1.488 3.507  -0.070
H29 0.855 0.957 6.369  0.131
H30 -0.346 2.360 6.524  0.133
H31 1.540 1.935 4.529  0.081
H32 0.515 3.239 4.618  0.123
H33 0.246 0.720 3.062  0.094
H34 -1.009 2.142 2.911  0.124

Record 4
DFT (ωB97M-V with the def2-TZVPD basis set) results for 3 unconnected molecules or ions with the total composition C14H34BrNO4P3S.

- multiplicity = 1
- energy relative to the best compared isomer or geometry (same formula, charge and spin) (kJ/mol) = 0.0
- total charge = -1
- molar mass (g/mol) = 485.322

Each line ends with the Löwdin charge.
Positions of all 58 atoms, in Å:
C1 1.961 -0.991 2.385  -0.032
C2 0.776 -0.983 1.785  -0.304
C3 -0.053 0.230 1.515  -0.371
P1 -0.238 0.923 -0.265  0.248
Br1 2.131 1.317 -0.336  0.271
C4 -0.672 2.669 0.391  -0.398
C5 0.356 3.795 0.362  -0.380
N1 -0.299 5.104 0.698  -0.033
C6 -2.100 0.428 -0.366  -0.413
O1 -2.911 1.066 0.606  -0.226
C7 -4.261 0.656 0.543  -0.280
C8 -4.519 -0.624 1.333  -0.073
P2 0.176 -1.161 -1.269  0.528
O2 1.561 -1.603 -1.592  -0.551
P3 -0.369 1.866 -2.479  0.182
S1 1.414 2.254 -3.206  -0.073
H1 2.631 -0.143 2.322  0.035
H2 2.280 -1.872 2.928  0.040
H3 0.382 -1.968 1.546  0.071
H4 -1.030 0.039 1.968  0.083
H5 0.403 1.041 2.081  0.064
H6 -1.508 3.016 -0.222  0.050
H7 -1.063 2.604 1.408  0.076
H8 1.124 3.674 1.120  0.075
H9 0.790 3.949 -0.624  0.061
H10 -0.912 5.334 -0.079  0.045
H11 -0.937 4.923 1.469  0.045
H12 -2.150 -0.657 -0.198  0.050
H13 -2.505 0.598 -1.374  0.067
H14 -4.569 0.520 -0.499  0.111
H15 -4.845 1.459 0.998  0.114
H16 -3.779 -1.392 1.119  0.067
H17 -4.517 -0.416 2.401  0.071
H18 -5.498 -1.018 1.054  0.069
H19 -0.540 -2.145 -0.531  -0.025
H20 -0.555 -1.098 -2.491  -0.034
H21 -1.009 0.990 -3.378  -0.092
H22 -1.100 3.073 -2.470  -0.071
C9 3.781 -0.891 -5.071  -0.018
C10 3.861 -0.221 -6.418  -0.505
O3 3.600 -0.810 -7.445  0.043
C11 4.281 1.231 -6.438  -0.027
H23 3.467 -1.924 -5.204  0.079
H24 4.756 -0.872 -4.583  0.085
H25 3.053 -0.377 -4.439  0.070
H26 5.278 1.338 -6.008  0.080
H27 3.572 1.826 -5.858  0.069
H28 4.293 1.586 -7.466  0.074
C12 -0.427 -4.916 4.824  -0.027
C13 -0.759 -3.468 4.540  -0.509
O4 -1.445 -3.148 3.602  0.067
C14 -0.185 -2.439 5.486  -0.026
H29 -0.896 -5.548 4.074  0.079
H30 0.653 -5.065 4.793  0.083
H31 -0.795 -5.199 5.812  0.079
H32 0.905 -2.490 5.478  0.081
H33 -0.544 -2.621 6.501  0.079
H34 -0.493 -1.447 5.166  0.081

no.,HOMO-LUMO gap (eV),electronic energy (a.u.)
1,8.37,-2681.6834
2,9.33,-1543.7105
3,4.18,-3113.4434
4,6.24,-4905.7693